This record from OMol25 describes C24H47AsF18NO10P2S5V as an isolated structure. The level of theory is ωB97M-V/def2-TZVPD.

XYZ file:
```
109
Properties=species:S:1:pos:R:3:forces:R:3:mulliken_charge:R:1
V 6.3152 -4.5366 -7.3322 1.5 -0.7 0.4 1.485
As 2.6862 -5.6245 -7.4909 -2.2 -1.4 0.3 2.004
F 2.8506 -6.3008 -5.8731 0.7 0.4 -1.1 -0.458
F 3.5510 -7.0196 -8.2543 -0.9 1.6 1.0 -0.537
F 2.4937 -4.9215 -9.0804 0.2 0.0 0.8 -0.433
F 1.8218 -4.2520 -6.6883 1.5 -1.2 -1.3 -0.465
F 4.3154 -4.7638 -7.3894 -1.7 -0.7 0.1 0.075
F 1.1414 -6.5011 -7.6457 1.5 0.9 -0.1 -0.533
P 8.5501 -7.0743 -4.6784 3.0 -0.1 -1.8 1.996
F 8.2001 -5.8150 -5.7382 -0.9 -0.9 2.2 -0.613
F 8.6981 -8.0219 -6.0099 -0.8 0.1 0.3 -0.312
F 10.1009 -6.6040 -4.9727 0.5 -0.1 0.1 -0.333
F 9.1134 -8.2968 -3.8060 -0.9 -0.5 0.0 -0.472
F 8.6666 -6.1853 -3.3609 -1.5 1.1 0.3 -0.349
F 6.9823 -7.4197 -4.4538 1.0 0.2 -0.1 -0.336
P 7.6069 -1.7804 -9.6316 0.0 0.8 1.7 1.048
F 7.5969 -0.8910 -8.2392 0.1 0.8 -0.6 -0.270
F 9.2346 -1.9563 -9.4480 -1.6 0.0 -0.8 -0.299
F 7.3063 -2.9850 -8.5958 0.7 -1.6 0.3 0.226
F 7.5466 -2.8819 -10.8226 0.6 1.2 -0.2 -0.342
F 5.9654 -1.6937 -9.6643 0.1 0.8 -1.1 -0.343
F 7.7488 -0.4395 -10.5087 0.0 -1.3 0.0 -0.377
C 3.7426 -9.8159 -6.6617 0.5 -1.0 1.5 -1.067
C 5.1038 -9.9996 -5.9436 -0.1 1.6 -0.7 -0.459
C 6.2793 -9.3655 -6.8437 -1.1 -0.5 0.7 -1.064
C 6.1667 -7.9002 -7.0958 0.3 -1.3 0.7 0.524
N 6.1500 -6.7751 -7.2745 0.0 1.3 0.2 -0.159
H 2.9749 -10.2722 -6.0366 -0.1 -0.2 0.0 0.455
H 3.7648 -10.3974 -7.5834 -0.3 0.8 -0.4 0.314
H 3.4678 -8.7614 -6.6346 0.2 -0.1 -1.0 0.140
H 5.3089 -11.0186 -5.6154 0.3 -0.1 -0.7 0.473
H 5.0049 -9.4744 -4.9936 0.5 0.4 0.0 0.182
H 6.2564 -9.8145 -7.8366 0.0 -0.2 0.0 0.583
H 7.2458 -9.5929 -6.3940 0.0 0.4 -0.1 0.205
C 12.0567 -5.6566 -8.7606 -1.7 0.7 0.3 -0.651
C 11.4422 -4.6174 -9.7095 -0.8 0.3 -0.8 -0.654
C 10.0567 -5.1712 -10.1830 0.9 -0.3 1.0 -0.805
S 9.2897 -6.0949 -8.7276 1.2 1.8 -2.0 1.294
O 8.8333 -7.3591 -9.2570 0.1 0.1 1.0 -0.885
O 8.3349 -5.1960 -8.0456 0.0 -0.5 -0.4 -0.512
C 10.9039 -6.1477 -7.8195 0.0 -0.1 0.0 -0.277
H 12.7277 -5.0448 -8.1575 0.5 -0.8 0.1 0.366
H 12.5107 -6.4466 -9.3587 0.2 -0.1 0.4 0.292
H 12.1122 -4.4701 -10.5566 -0.1 -0.5 -0.4 0.519
H 11.4671 -3.5967 -9.3280 -0.8 -0.2 0.7 0.193
H 10.3292 -6.0092 -10.8246 -0.5 -0.1 -0.2 0.581
H 9.3334 -4.5175 -10.6704 0.2 0.0 0.3 0.158
H 10.9995 -7.1568 -7.4187 0.0 0.1 0.0 0.608
H 10.8158 -5.4395 -6.9955 -0.3 -0.1 0.0 -0.161
C 9.2028 -0.7948 -4.0282 -0.4 0.0 0.4 -0.506
C 10.1778 -1.8866 -3.6782 0.4 -1.4 0.1 -0.849
C 9.5297 -3.2474 -4.1386 -0.7 1.0 -0.9 -0.406
S 9.0081 -2.7500 -5.8303 1.3 -0.8 -1.4 1.426
O 7.6887 -3.3706 -6.1638 1.1 0.6 0.2 -0.122
O 10.1944 -2.8758 -6.7328 -2.7 0.1 1.6 -0.865
C 8.7686 -0.9767 -5.4767 -0.3 0.1 0.1 -0.106
H 9.6185 0.1960 -3.8446 0.0 0.0 -0.1 0.409
H 8.3240 -0.9146 -3.3946 -0.1 0.1 0.0 0.234
H 10.4390 -1.9267 -2.6207 -0.2 0.0 0.0 0.452
H 11.0945 -1.6619 -4.2234 0.2 -0.5 -0.1 0.295
H 8.5712 -3.4933 -3.6816 -0.1 0.5 0.5 -0.013
H 10.0434 -4.2085 -4.1614 0.6 0.4 -0.3 0.386
H 7.7304 -0.6508 -5.5399 0.0 -0.5 -0.6 -0.655
H 9.3715 -0.4526 -6.2182 0.0 -0.1 0.1 0.656
C 4.3209 -5.9458 -2.4099 -1.6 -1.4 -0.5 -0.159
C 3.2286 -4.8337 -2.3714 0.5 -0.3 0.3 -1.041
C 3.4937 -3.8607 -3.5514 0.4 -0.9 0.8 -0.176
S 5.3212 -3.9812 -3.8210 0.6 1.6 -0.1 1.156
O 6.0189 -2.7261 -3.4384 -1.0 -2.1 -0.6 -0.903
O 5.5159 -4.4610 -5.2062 0.1 -0.4 0.9 -0.410
C 5.6288 -5.2996 -2.5404 1.1 1.8 -0.2 -0.753
H 4.1512 -6.6353 -3.2370 -0.1 0.2 -0.5 -0.077
H 4.3074 -6.6550 -1.5823 -0.1 0.5 0.5 0.537
H 3.3033 -4.3633 -1.3909 0.2 0.4 -0.1 0.334
H 2.2042 -5.2049 -2.3982 0.1 -0.2 -0.3 0.455
H 3.1949 -2.8316 -3.3519 0.3 -0.1 -0.2 0.508
H 2.9933 -4.2624 -4.4325 0.3 0.3 -0.2 -0.121
H 5.8309 -4.6984 -1.6540 0.0 0.3 0.1 0.476
H 6.5442 -5.8728 -2.6876 -0.4 -0.1 -0.6 0.134
C 3.0438 0.1284 -8.7145 -0.8 0.0 1.0 -0.805
C 4.3922 0.6882 -8.3640 3.1 0.0 0.5 -0.287
C 4.7946 0.2228 -6.9096 -1.6 -0.3 -0.9 -0.562
S 4.1201 -1.5378 -6.9101 -1.0 0.6 1.1 0.810
O 3.2808 -1.6481 -5.6988 1.1 -0.2 -1.8 -0.828
O 5.1683 -2.5375 -7.1350 -0.4 1.2 0.2 -1.306
C 3.0510 -1.3888 -8.4563 0.8 0.4 0.1 -0.082
H 2.7363 0.3653 -9.7330 0.1 -0.1 0.0 0.416
H 2.3605 0.6248 -8.0254 -0.5 -0.1 -0.1 0.290
H 4.4709 1.7752 -8.3794 -0.5 0.0 -0.1 0.592
H 5.1921 0.3568 -9.0261 -0.2 -0.2 -0.3 -0.148
H 4.2339 0.9226 -6.2900 -0.8 -0.9 0.6 0.384
H 5.7650 0.2606 -6.4146 0.5 -0.4 -1.2 0.085
H 2.1132 -1.9209 -8.2967 0.0 0.4 0.4 0.719
H 3.5066 -1.8354 -9.3401 0.6 -0.4 0.5 -0.274
C 4.0948 -6.2806 -12.5022 0.9 -0.9 0.0 -0.877
C 3.9282 -4.7451 -12.4733 -0.2 -1.8 0.4 -0.503
C 5.2325 -4.2583 -11.8840 -0.5 1.6 0.5 -0.272
S 5.9034 -5.4848 -10.7350 1.2 0.6 -0.4 0.894
O 5.7844 -4.9426 -9.3381 0.1 -0.8 -1.8 0.035
O 7.2104 -5.8921 -11.2547 -1.5 0.3 1.1 -0.835
C 4.6720 -6.7310 -11.0920 -1.5 0.8 -0.4 -0.333
H 4.7980 -6.5821 -13.2785 0.2 0.2 -0.1 0.333
H 3.1754 -6.8051 -12.7624 -0.1 0.0 0.4 0.474
H 3.0612 -4.5548 -11.8408 0.1 0.4 0.2 0.113
H 3.6981 -4.3750 -13.4724 0.3 0.2 0.1 0.442
H 5.0544 -3.3698 -11.2782 0.3 0.1 0.0 -0.336
H 5.9587 -4.0120 -12.6587 0.3 -0.3 0.3 0.557
H 3.8288 -6.5672 -10.4209 0.3 0.0 0.4 -0.135
H 5.0563 -7.7383 -10.9315 0.2 0.2 -0.4 0.585
```
Forces are in eV/Å.

LUMO (alpha / beta)   -1.94 / -0.82 eV
Maximum force   0.06887 Eh/bohr
Spin multiplicity   3
HOMO energy (alpha / beta)   -10.00 / -10.00 eV